1.
DFT (ωB97M-V/def2-TZVPD) results for a structure of composition C62H49N4OP2RuS2 in a non-equilibrium geometry.

Geometry as XYZ:
```
121
Properties=species:S:1:pos:R:3:mulliken_charge:R:1
Ru 0.185 -1.245 -0.697 0.180
O -1.156 -1.702 1.523 -0.865
S -0.295 -0.517 1.746 2.520
C -1.329 0.640 2.682 0.024
C -1.015 0.975 3.978 0.032
C -1.853 1.771 4.770 -1.398
C -3.034 2.201 4.231 0.300
C -4.155 2.993 4.819 -0.725
C -5.157 3.186 3.661 -0.796
C -4.521 2.520 2.485 -0.013
C -4.881 2.450 1.167 -1.168
C -4.030 1.782 0.280 -0.648
C -2.856 1.137 0.656 0.277
P -1.835 0.469 -0.725 3.214
C -3.084 0.205 -2.038 0.860
C -2.825 0.607 -3.344 -0.706
C -3.804 0.483 -4.314 -0.861
C -5.036 -0.064 -3.998 -0.954
C -5.277 -0.520 -2.711 -1.239
C -4.306 -0.395 -1.736 -0.167
C -1.105 2.001 -1.423 0.821
C -1.696 3.252 -1.294 -0.734
C -1.157 4.341 -1.955 -0.938
C -0.033 4.192 -2.751 -1.348
C 0.558 2.945 -2.886 -1.208
C 0.031 1.856 -2.217 1.410
C -2.466 1.181 2.027 -2.204
C -3.314 1.919 2.881 1.157
C 0.922 -0.989 2.975 -0.519
C 0.516 -1.754 4.048 0.081
C 1.372 -2.056 5.116 -1.436
C 2.651 -1.556 5.085 0.335
C 3.778 -1.631 6.067 -0.893
C 4.953 -0.883 5.395 -0.784
C 4.412 -0.412 4.085 0.109
C 4.975 0.314 3.068 -1.328
C 4.214 0.543 1.918 0.176
C 2.902 0.119 1.762 0.253
P 2.160 0.480 0.122 2.211
C 1.891 2.271 0.420 0.800
C 0.644 2.667 0.890 0.314
C 0.386 3.988 1.197 -0.234
C 1.380 4.937 1.035 -1.009
C 2.639 4.547 0.604 -0.942
C 2.903 3.221 0.306 -0.611
C 3.619 0.376 -0.970 0.247
C 4.473 -0.721 -0.828 -0.158
C 5.569 -0.863 -1.657 -0.857
C 5.803 0.063 -2.664 -0.835
C 4.924 1.119 -2.850 -0.808
C 3.831 1.276 -2.013 -0.878
C 2.258 -0.541 2.843 -1.732
C 3.075 -0.828 3.957 0.996
H -0.102 0.603 4.416 0.535
H -1.557 2.017 5.776 0.564
H -3.794 3.944 5.213 0.313
H -4.601 2.446 5.651 0.299
H -5.333 4.241 3.452 0.305
H -6.126 2.733 3.880 0.311
H -5.777 2.917 0.790 0.537
H -4.318 1.782 -0.762 0.762
H -1.870 1.043 -3.604 0.584
H -3.603 0.828 -5.317 0.521
H -5.807 -0.124 -4.748 0.455
H -6.227 -0.965 -2.461 0.503
H -4.502 -0.717 -0.723 0.865
H -2.580 3.383 -0.688 0.417
H -1.624 5.310 -1.858 0.464
H 0.374 5.044 -3.274 0.427
H 1.420 2.820 -3.524 0.623
H 0.483 0.866 -2.324 -0.607
H -0.506 -2.104 4.053 0.667
H 1.005 -2.637 5.947 0.551
H 4.038 -2.666 6.288 0.333
H 3.499 -1.163 7.013 0.314
H 5.816 -1.533 5.234 0.299
H 5.297 -0.039 5.996 0.328
H 5.984 0.692 3.122 0.543
H 4.690 1.062 1.099 0.497
H -0.136 1.929 1.002 -0.890
H -0.593 4.273 1.553 0.627
H 1.178 5.973 1.255 0.455
H 3.423 5.282 0.498 0.479
H 3.896 2.945 -0.015 0.402
H 4.277 -1.455 -0.057 0.453
H 6.242 -1.697 -1.527 0.482
H 6.664 -0.045 -3.305 0.448
H 5.092 1.825 -3.651 0.496
H 3.152 2.105 -2.157 0.573
C -2.750 -3.085 -1.443 -1.528
C -2.198 -2.590 -2.740 0.870
C -2.957 -2.670 -3.926 -0.984
C -2.427 -2.234 -5.110 -1.207
C -1.085 -1.799 -5.151 1.014
C -0.420 -1.419 -6.336 -0.919
C 0.924 -1.125 -6.321 -0.985
C 1.653 -1.209 -5.137 -0.472
C 1.021 -1.518 -3.944 1.028
S 1.966 -1.613 -2.499 0.017
C -0.373 -1.798 -3.922 -1.443
N -0.962 -2.126 -2.751 0.834
H -3.801 -2.828 -1.340 0.501
H -2.184 -2.672 -0.596 0.210
H -2.693 -4.174 -1.406 0.389
H -3.961 -3.059 -3.883 0.598
H -3.006 -2.256 -6.022 0.492
H -0.981 -1.381 -7.258 0.477
H 1.434 -0.848 -7.230 0.448
H 2.719 -1.039 -5.127 0.559
N -0.552 -6.824 -0.394 -0.372
C 0.106 -5.774 0.112 0.058
C 0.117 -4.503 -0.518 -0.640
N 0.725 -3.476 0.035 0.485
C 1.369 -3.659 1.188 -0.669
C 1.368 -4.910 1.795 -0.758
N 0.740 -5.938 1.274 -0.649
H -0.967 -6.796 -1.306 0.204
H -0.496 -7.700 0.099 0.257
H -0.371 -4.346 -1.469 0.630
H 1.885 -2.815 1.623 0.867
H 1.881 -5.081 2.729 0.434
```

Calculated values
* charge: +2
* DFT total energy: -4259.8027 a.u.
* HOMO (spin up / spin down): -12.08 / -12.13 eV
* <S²>: 0.81
* gap between HOMO and LUMO (spin up / spin down): 0.2076 / 0.2236 Ha
* spin multiplicity: 2

***

2.
DFT (ωB97M-V/def2-TZVPD) results for a cluster of 10 separate species, C62H50BrClF9N2O3P in total in a non-equilibrium geometry.

Geometry as XYZ:
```
129
Properties=species:S:1:pos:R:3:mulliken_charge:R:1
N -1.578 -1.018 1.107 -0.411
P -0.654 -2.250 0.265 0.155
O -0.582 -1.888 -1.396 -0.425
C -1.605 -3.863 0.408 0.653
C -0.927 -5.126 0.705 -0.785
C -1.636 -6.391 0.852 0.161
Cl -0.729 -7.892 1.207 -0.175
C -3.102 -6.432 0.723 -0.562
C -3.781 -5.198 0.416 -0.069
C -3.059 -3.923 0.258 0.422
C -4.109 -2.838 -0.065 0.579
O -4.040 -1.646 -0.160 -0.504
N -5.360 -3.532 -0.319 -0.291
Br -6.884 -2.593 0.239 0.052
C -5.282 -4.871 0.216 0.212
O -6.184 -5.605 0.496 -0.527
H -2.314 -1.549 1.593 0.154
H -2.009 -0.402 0.405 0.268
H 0.365 -1.721 -1.574 0.299
H 0.185 -5.118 0.832 0.369
H -3.695 -7.368 0.819 0.444
F 2.181 -1.292 -2.574 -0.374
C 2.627 -0.018 -2.620 0.287
C 1.945 0.910 -3.385 -0.404
C 2.402 2.221 -3.429 -0.480
C 3.539 2.583 -2.715 -0.417
C 4.217 1.639 -1.954 0.033
C 3.755 0.330 -1.901 -0.699
H 1.066 0.605 -3.940 0.452
H 1.872 2.959 -4.019 0.483
H 3.897 3.606 -2.753 0.411
H 5.103 1.923 -1.403 0.226
H 4.265 -0.418 -1.306 0.471
F -2.419 -0.528 4.057 -0.371
C -2.116 0.748 4.357 0.208
C -2.738 1.357 5.432 -0.308
C -2.422 2.673 5.745 -0.496
C -1.497 3.366 4.973 -0.452
C -0.883 2.745 3.892 -0.542
C -1.190 1.426 3.584 -0.269
H -3.462 0.802 6.017 0.441
H -2.897 3.157 6.590 0.388
H -1.255 4.395 5.216 0.454
H -0.166 3.288 3.288 0.401
H -0.716 0.922 2.750 0.513
F 6.444 2.365 0.029 -0.377
C 7.157 3.418 -0.419 0.339
C 6.495 4.576 -0.783 -0.189
C 7.229 5.662 -1.241 -0.408
C 8.613 5.573 -1.338 -0.551
C 9.264 4.401 -0.972 -0.347
C 8.533 3.317 -0.504 -0.540
H 5.415 4.623 -0.708 0.496
H 6.722 6.578 -1.522 0.411
H 9.184 6.420 -1.699 0.379
H 10.342 4.331 -1.052 0.366
H 9.023 2.399 -0.207 0.407
F 2.057 -6.245 -0.445 -0.227
C 2.531 -7.246 -1.211 0.544
C 3.896 -7.455 -1.282 -0.732
C 4.387 -8.491 -2.068 -0.196
C 3.506 -9.296 -2.781 -0.660
C 2.136 -9.071 -2.704 -0.412
C 1.645 -8.043 -1.910 -0.310
H 4.567 -6.812 -0.725 0.430
H 5.453 -8.669 -2.126 0.429
H 3.889 -10.101 -3.397 0.390
H 1.450 -9.697 -3.263 0.367
H 0.580 -7.859 -1.831 0.422
F 4.356 6.166 -4.240 -0.332
C 5.088 5.652 -5.246 0.264
C 6.222 6.321 -5.670 -0.370
C 6.979 5.786 -6.704 -0.410
C 6.588 4.596 -7.308 -0.411
C 5.444 3.937 -6.875 -0.522
C 4.692 4.465 -5.834 -0.078
H 6.506 7.251 -5.193 0.432
H 7.873 6.297 -7.040 0.363
H 7.178 4.182 -8.118 0.376
H 5.137 3.012 -7.348 0.367
H 3.803 3.961 -5.477 0.325
F -3.190 6.944 5.382 -0.336
C -2.650 7.142 4.166 0.112
C -1.621 8.055 4.021 -0.372
C -1.060 8.254 2.765 -0.445
C -1.541 7.548 1.669 -0.485
C -2.579 6.637 1.828 -0.485
C -3.134 6.428 3.083 -0.111
H -1.264 8.602 4.884 0.419
H -0.249 8.961 2.642 0.368
H -1.106 7.708 0.690 0.384
H -2.957 6.090 0.973 0.400
H -3.937 5.715 3.226 0.584
F -5.492 3.986 3.426 -0.294
C -5.933 2.715 3.460 0.371
C -6.838 2.338 4.436 -0.792
C -7.297 1.028 4.468 -0.327
C -6.836 0.109 3.532 -0.807
C -5.923 0.499 2.560 0.176
C -5.472 1.812 2.520 -0.484
H -7.179 3.067 5.161 0.456
H -8.011 0.723 5.222 0.445
H -7.191 -0.916 3.561 0.630
H -5.561 -0.219 1.834 0.145
H -4.767 2.137 1.765 0.470
F 7.087 -7.175 -3.233 -0.282
C 6.811 -6.063 -3.940 0.271
C 7.783 -5.530 -4.768 -0.433
C 7.497 -4.385 -5.502 -0.455
C 6.249 -3.783 -5.391 -0.488
C 5.284 -4.326 -4.551 -0.626
C 5.563 -5.477 -3.825 0.174
H 8.752 -6.009 -4.835 0.409
H 8.247 -3.963 -6.159 0.359
H 6.029 -2.887 -5.960 0.386
H 4.313 -3.854 -4.462 0.440
H 4.820 -5.919 -3.173 0.205
F -10.388 0.841 4.667 -0.315
C -10.826 -0.429 4.701 0.223
C -11.729 -0.811 5.676 -0.509
C -12.183 -2.123 5.706 -0.393
C -11.720 -3.039 4.768 -0.452
C -10.809 -2.644 3.797 -0.479
C -10.362 -1.329 3.759 -0.144
H -12.072 -0.084 6.402 0.411
H -12.897 -2.431 6.460 0.361
H -12.072 -4.064 4.796 0.370
H -10.445 -3.360 3.069 0.367
H -9.658 -1.000 3.004 0.570
```

Calculated values
* charge: 0
* DFT total energy: -7002.1334 a.u.
* HOMO: -8.27 eV
* SMILES: NP(O)c1cc(Cl)cc2c1C(=O)N(Br)C2=O.Fc1ccccc1.Fc1ccccc1.Fc1ccccc1.Fc1ccccc1.Fc1ccccc1.Fc1ccccc1.Fc1ccccc1.Fc1ccccc1.Fc1ccccc1
* gap between HOMO and LUMO: 0.2654 Ha